DFT (the ωB97M-V functional and the def2-TZVPD basis) results for a 2-piece molecular cluster, C6H10O overall at a distorted geometry.

Cartesian coordinates (Å):
C  2.8302  -0.6609  -0.1132
C  1.5825  -0.6865  -0.5741
C  0.4318  -0.2257  0.2725
C  -0.0225  1.0169  0.0824
C  -1.1568  1.5615  0.8303
C  -1.6137  1.1439  2.0125
H  3.5850  -0.9854  -0.8242
H  3.1390  -0.3390  0.8670
H  1.3879  -0.8797  -1.6202
H  0.1098  -0.8872  1.0623
H  0.3136  1.6844  -0.6996
H  -1.6944  2.3460  0.3041
H  -1.0749  0.4363  2.6337
H  -2.4917  1.5391  2.5070
O  -1.6320  -1.5770  -1.8544
H  -1.9270  -1.0126  -2.5498
H  -0.7974  -1.8734  -2.2428

Multiplicity: 1
LUMO: 0.767 eV
HOMO level: -8.6 eV

Mulliken atomic charge list, values in e, 8 entries:
1 C -0.70
2 C -0.22
3 C -0.26
4 C -0.16
5 C -0.07
6 C -0.78
7 H 0.24
8 H 0.30

---

DFT (the ωB97M-V functional and the def2-TZVPD basis) results for a 4-piece molecular cluster, C3H16NO3 overall at a distorted geometry.

Cartesian coordinates (Å):
C  -0.4401  -0.1004  -1.5298
C  0.5776  0.3830  -2.5189
C  0.5870  1.8944  -2.7586
N  0.2437  -0.4708  -0.1840
H  -1.1965  0.6686  -1.3584
H  -0.9310  -1.0404  -1.7289
H  0.3688  -0.0489  -3.5169
H  1.6184  0.1590  -2.2507
H  -0.1667  2.4474  -2.2121
H  1.6220  2.1848  -2.5148
H  0.5980  2.3593  -3.7448
H  0.6696  -1.3840  -0.3352
H  0.9820  0.1499  0.1472
H  -0.3789  -0.4620  0.6384
H  -1.2332  -0.6352  2.8545
H  -0.0144  -1.4449  3.2065
O  -0.2824  -0.6884  2.6762
H  2.5578  -1.9169  1.6819
H  2.0965  -0.7298  2.4683
O  1.8540  -1.2526  1.6930
H  -1.9920  1.1637  1.7709
H  -3.3631  0.7929  1.3702
O  -2.4623  0.4364  1.3381

Multiplicity: 1
LUMO: -2.896 eV
Net charge: +1
HOMO level: -14.7 eV

Mulliken atomic charge list, values in e, 8 entries:
1 C -0.57
2 C -0.37
3 C -1.02
4 N -0.32
5 H 0.33
6 H 0.37
7 H 0.30
8 H 0.37

---

DFT (the ωB97M-V functional and the def2-TZVPD basis) results for C4H8O2 as an isolated structure.

Cartesian coordinates (Å):
C  -0.7582  -1.3006  0.1391
C  -0.2664  0.1377  0.2489
O  -0.5822  0.6724  1.5340
C  1.2221  0.3335  0.0000
C  -0.6914  0.9920  -0.9643
O  1.1806  1.0687  -1.2551
H  -0.4042  -1.9135  0.9776
H  -0.4183  -1.7529  -0.7975
H  -1.8545  -1.3186  0.1159
H  -1.3079  0.1605  1.9092
H  1.6391  1.0180  0.7389
H  1.8463  -0.5646  -0.0789
H  -0.7685  2.0222  -0.5743
H  1.1636  0.4451  -1.9933

Multiplicity: 1
LUMO: 0.635 eV
HOMO level: -8.0 eV

Mulliken atomic charge list, values in e, 8 entries:
1 C -1.61
2 C 1.48
3 O -0.56
4 C -0.75
5 C -0.84
6 O -0.48
7 H 0.43
8 H 0.37

---

DFT (the ωB97M-V functional and the def2-TZVPD basis) results for a 7-piece molecular cluster, C25H33N6O overall at a distorted geometry.

Cartesian coordinates (Å):
C  -0.2276  0.2825  0.9226
O  -0.5176  -1.0275  1.0486
H  -1.0766  0.7125  0.4136
H  0.6664  0.3865  0.3796
H  -0.0536  0.6545  1.9506
N  1.7364  -1.7095  -0.9894
C  2.3944  -2.9645  -1.1404
C  3.3544  -2.7155  -1.9924
C  3.1184  -1.3105  -2.5664
C  1.9844  -0.7445  -1.9504
H  0.8094  -1.8635  -0.4564
H  2.1634  -3.8775  -0.4894
H  4.1634  -3.2335  -2.3904
H  3.6594  -1.0315  -3.5134
H  1.6494  0.3415  -2.1714
N  0.9014  -2.3645  2.7496
C  0.4954  -2.8445  3.9716
C  1.3894  -3.7245  4.4826
C  2.5814  -3.6565  3.4726
C  2.1254  -2.7765  2.4286
H  0.5354  -1.5795  2.2506
H  -0.4356  -2.6745  4.3176
H  1.4584  -4.2915  5.5096
H  3.6274  -4.1985  3.4546
H  2.7914  -2.4625  1.4456
N  -0.9076  1.1105  -2.8314
C  -0.3246  0.9175  -4.1514
C  0.2814  2.1655  -4.4984
C  0.0884  3.0225  -3.2464
C  -0.5826  2.3985  -2.3284
H  -1.3246  0.3075  -2.4074
H  -0.7046  0.1145  -4.5234
H  0.7614  2.4025  -5.3294
H  0.3924  4.0965  -3.3324
H  -0.9796  2.6905  -1.5644
N  -2.1696  -1.4345  -1.1524
C  -3.4096  -0.8085  -1.3304
C  -3.7646  -1.1975  -2.6264
C  -2.6256  -2.0875  -3.1854
C  -1.6526  -2.1085  -2.2574
H  -1.5296  -1.0595  -0.3504
H  -3.9356  -0.0425  -0.5694
H  -4.5486  -0.9005  -3.3254
H  -2.5476  -2.6445  -4.1274
H  -0.8266  -2.8145  -2.1574
N  3.2394  3.0215  0.4036
C  3.8114  4.1815  0.6966
C  2.9814  5.0725  0.0866
C  1.9074  4.3445  -0.6744
C  2.1134  3.0675  -0.4434
H  3.4914  2.1225  0.7876
H  4.7944  4.3025  1.2636
H  3.1544  6.1205  -0.1314
H  0.9944  4.7035  -1.1984
H  1.6654  2.0735  -0.6424
N  -2.8146  0.1445  2.8846
C  -2.8026  1.1025  3.9606
C  -4.0516  1.2385  4.3246
C  -4.9306  0.3955  3.3966
C  -4.1076  -0.0865  2.3386
H  -1.9536  -0.2975  2.3816
H  -1.9516  1.5245  4.4846
H  -4.3786  1.7335  5.1786
H  -6.0066  0.3775  3.6536
H  -4.1426  -0.5995  1.4086

Multiplicity: 1
LUMO: 2.912 eV
Net charge: -1
HOMO level: -5.4 eV

Mulliken atomic charge list, values in e, 8 entries:
1 C -0.80
2 O -1.19
3 H 0.37
4 H 0.21
5 H 0.32
6 N 0.50
7 C -0.82
8 C -0.45

---

DFT (the ωB97M-V functional and the def2-TZVPD basis) results for C14H31CrN6O3 as an isolated structure.

Cartesian coordinates (Å):
Cr  -0.2733  0.4506  1.1110
N  -2.0446  -0.2262  2.0600
C  -2.0758  -1.7112  1.9822
C  -0.7189  -2.2140  2.4149
N  0.3160  -1.5041  1.6156
H  -2.1447  0.0710  3.0286
H  -2.8597  0.1602  1.5882
H  -2.2690  -1.9777  0.9428
H  -2.8705  -2.1347  2.5962
H  -0.6409  -3.2948  2.2981
H  -0.5466  -1.9885  3.4698
H  0.4232  -1.9104  0.6784
H  1.2257  -1.6469  2.0472
N  1.6520  0.8873  0.3783
C  2.2162  2.2736  0.2998
C  2.2922  3.0194  1.6245
C  0.9409  3.5088  2.1686
C  0.3445  2.6550  3.2752
N  0.4200  1.1885  2.9573
H  2.3494  0.2722  0.7961
H  1.6014  0.5179  -0.5703
H  1.5872  2.8292  -0.3965
H  3.2108  2.1997  -0.1418
H  2.9300  3.8842  1.4398
H  2.8474  2.4292  2.3643
H  0.2317  3.5952  1.3473
H  1.0491  4.5140  2.5759
H  -0.7038  2.9057  3.4328
H  0.8719  2.8148  4.2173
H  0.0148  0.6805  3.7415
H  1.4077  0.9405  2.9913
O  -1.0825  1.9885  0.3584
N  -1.6710  1.8904  -0.7947
N  -1.5807  0.7184  -1.2530
O  -0.9373  -0.1861  -0.5503
C  -2.1743  0.3430  -2.5259
C  -2.9158  1.2874  -3.2193
C  -3.4696  0.9093  -4.4306
C  -3.2814  -0.3781  -4.9200
C  -2.5368  -1.3002  -4.1998
C  -1.9701  -0.9454  -2.9840
H  -3.0580  2.2850  -2.8320
H  -4.0520  1.6265  -4.9913
H  -3.7203  -0.6619  -5.8663
H  -2.3953  -2.3017  -4.5812
H  -1.3946  -1.6565  -2.4105
C  3.5004  -3.1827  -2.0159
C  2.5624  -3.1300  -0.8350
O  1.7279  -1.9401  -0.8615
H  4.0847  -4.1019  -1.9893
H  4.1894  -2.3391  -2.0143
H  2.9447  -3.1812  -2.9564
H  3.1158  -3.0720  0.1030
H  1.9212  -4.0135  -0.7972
H  1.4089  -1.8473  -1.7674

Multiplicity: 2
LUMO (spin up / spin down): -7.416 / -6.748 eV
Net charge: +2
HOMO level (spin up / spin down): -14.8 / -14.8 eV

Mulliken atomic charge list, values in e, 8 entries:
1 Cr -0.13
2 N -0.35
3 C -0.52
4 C -0.60
5 N -0.11
6 H 0.30
7 H 0.32
8 H 0.24

---

DFT (the ωB97M-V functional and the def2-TZVPD basis) results for C49H48ClCsN3O8P2 as an isolated structure at a distorted geometry.

Cartesian coordinates (Å):
Cs  0.3713  -3.2048  1.4432
O  2.3656  -4.2873  3.3608
Cl  2.9103  -3.1171  2.7299
O  4.2158  -2.8325  3.2437
O  2.9815  -3.3435  1.3032
O  2.0164  -2.0109  2.9613
C  1.0696  -5.9288  -1.9517
C  -0.0693  -5.0447  -2.3816
N  -0.1824  -4.5815  -3.5701
O  0.8721  -5.0000  -4.4067
C  -1.0774  -4.6384  -1.4001
C  -2.3455  -3.9429  -1.8101
N  -0.7832  -4.8629  -0.1591
O  -1.5757  -4.3770  0.7522
H  1.8540  -5.3169  -1.5025
H  1.4863  -6.4477  -2.8108
H  0.7270  -6.6345  -1.2015
H  0.7023  -4.4805  -5.1960
H  -2.3219  -3.6634  -2.8602
H  -2.4999  -3.0621  -1.1883
H  -3.1970  -4.6081  -1.6364
C  -1.3388  5.2816  4.1928
C  -2.0928  4.5397  3.0753
C  -3.4491  5.2245  2.8202
C  -2.3485  3.1020  3.4940
C  -3.0671  2.8274  4.6568
C  -3.3700  1.5342  5.0250
C  -2.9689  0.4708  4.2258
C  -2.2359  0.6920  3.0709
P  -1.6230  -0.6283  1.9235
C  -2.6885  -0.2293  0.4793
C  -2.1668  -0.4689  -0.7891
C  -2.9079  -0.1834  -1.9280
C  -4.1837  0.3442  -1.8048
C  -4.7175  0.5825  -0.5421
C  -3.9737  0.3014  0.5936
C  -2.4942  -2.0648  2.6613
C  -1.9241  -2.6016  3.8174
C  -2.4851  -3.7076  4.4348
C  -3.6203  -4.2975  3.8950
C  -4.1736  -3.7882  2.7311
C  -3.6112  -2.6809  2.1113
C  -1.9252  2.0222  2.7319
O  -1.2299  2.1770  1.5595
C  -0.8843  3.4316  1.1258
C  -0.1190  3.4677  -0.0545
C  0.1904  4.7082  -0.5882
C  -0.2060  5.8743  0.0530
C  -0.9145  5.8066  1.2342
C  -1.2775  4.5839  1.7937
P  0.3578  1.8205  -0.7672
C  0.8791  2.3532  -2.4569
C  2.0822  2.9894  -2.7696
C  2.3298  3.4303  -4.0613
C  1.3780  3.2478  -5.0579
C  0.1873  2.6030  -4.7620
C  -0.0556  2.1506  -3.4706
C  1.9861  1.5926  0.0600
C  2.2785  2.1030  1.3211
C  3.5174  1.8700  1.9040
C  4.4754  1.1239  1.2379
C  4.1804  0.5824  -0.0057
C  2.9411  0.8024  -0.5817
H  -1.9165  5.2817  5.1180
H  -1.1494  6.3188  3.9120
H  -0.3801  4.7982  4.3870
H  -4.0638  5.2130  3.7224
H  -3.9903  4.7032  2.0290
H  -3.3070  6.2625  2.5130
H  -3.4201  3.6489  5.2689
H  -3.9342  1.3493  5.9310
H  -3.2219  -0.5408  4.5095
H  -1.1744  -0.8879  -0.8998
H  -2.4775  -0.3854  -2.9013
H  -4.7711  0.5676  -2.6877
H  -5.7203  0.9825  -0.4458
H  -4.3970  0.4931  1.5730
H  -1.0245  -2.1489  4.2246
H  -2.0286  -4.1209  5.3256
H  -4.0576  -5.1672  4.3697
H  -5.0375  -4.2684  2.2879
H  -4.0313  -2.3162  1.1842
H  0.7505  4.7744  -1.5084
H  0.0379  6.8385  -0.3761
H  -1.2078  6.7247  1.7292
H  2.8263  3.1406  -1.9975
H  3.2659  3.9258  -4.2907
H  1.5701  3.6035  -6.0633
H  -0.5502  2.4385  -5.5386
H  -0.9743  1.6205  -3.2419
H  1.5426  2.6865  1.8601
H  3.7304  2.2697  2.8882
H  5.4364  0.9284  1.6965
H  4.9117  -0.0363  -0.5116
H  2.7075  0.3575  -1.5425
C  6.9208  -1.6009  -3.5308
C  5.4564  -1.7545  -3.2238
C  4.4799  -1.1971  -4.0396
C  3.1454  -1.3411  -3.6929
N  2.7386  -1.9756  -2.5965
C  3.6723  -2.5231  -1.8171
C  5.0275  -2.4413  -2.0945
H  7.0736  -1.2493  -4.5509
H  7.4465  -2.5477  -3.4035
H  7.3727  -0.8756  -2.8510
H  4.7539  -0.6512  -4.9347
H  2.3593  -0.9262  -4.3152
H  3.3273  -3.0287  -0.9260
H  5.7414  -2.9116  -1.4283
O  -0.1105  -1.5473  -3.2363
H  -0.3573  -2.4746  -3.3905
H  0.7574  -1.6146  -2.8021

Multiplicity: 1
LUMO: 2.096 eV
Net charge: -1
HOMO level: -4.5 eV

Mulliken atomic charge list, values in e, 8 entries:
1 Cs 1.79
2 O -0.55
3 Cl 1.20
4 O -0.72
5 O -0.58
6 O -0.55
7 C -1.30
8 C 1.00

---

Table of electronic energy (eV), in record order: -8429.2337 -10996.7484 -8368.2733 -37440.4328 -58510.4209 -104082.9261
Table of energy above the lowest of the compared OMol25 structures with the same formula, charge and spin (kcal/mol), in record order: 46.3 25.8 115.5 123.3 0.0 10.9